# 1
DFT (ωB97M-V with the def2-TZVPD basis set) results for a molecular structure, C40H37Cl3N6O4RuS.

Atoms and positions in Å:
Ru 0.06 -0.73 -1.49
O -1.60 -2.12 -1.27
C -2.50 -2.25 -0.33
C -3.80 -2.68 -0.67
C -4.77 -2.86 0.28
C -4.51 -2.62 1.64
C -3.25 -2.23 2.01
C -2.24 -2.03 1.05
C -0.90 -1.78 1.49
N 0.07 -1.44 0.73
C 1.43 -1.47 1.21
C 2.16 -2.49 0.36
N 1.95 -2.12 -1.04
C 2.39 -2.90 -1.95
C 2.42 -2.57 -3.35
C 2.79 -3.55 -4.29
C 2.87 -3.26 -5.63
C 2.60 -1.95 -6.05
C 2.24 -0.97 -5.15
C 2.10 -1.25 -3.77
O 1.70 -0.33 -2.93
H -4.00 -2.86 -1.72
H -5.76 -3.21 -0.02
H -5.29 -2.77 2.38
H -3.02 -2.06 3.06
H -0.70 -1.94 2.56
H 1.51 -1.73 2.27
H 1.89 -0.49 1.04
H 1.76 -3.49 0.57
H 3.22 -2.48 0.60
H 2.85 -3.86 -1.67
H 3.02 -4.55 -3.94
H 3.15 -4.02 -6.34
H 2.67 -1.70 -7.10
H 2.04 0.04 -5.47
C -3.94 1.87 -2.46
C -2.59 1.26 -2.74
O -1.94 0.71 -1.85
N -2.15 1.37 -4.01
C -0.88 0.80 -4.44
C -1.01 -0.68 -4.70
C -1.42 -1.15 -5.94
C -1.52 -2.52 -6.14
C -1.22 -3.37 -5.09
C -0.85 -2.82 -3.88
N -0.73 -1.51 -3.69
H -4.24 1.64 -1.45
H -4.68 1.49 -3.16
H -3.89 2.96 -2.58
H -2.76 1.76 -4.70
H -0.14 0.96 -3.67
H -0.56 1.32 -5.34
H -1.67 -0.46 -6.73
H -1.81 -2.91 -7.10
H -1.28 -4.45 -5.21
H -0.64 -3.45 -3.02
Cl 5.68 2.87 4.75
C 4.00 2.98 4.37
C 3.47 2.18 3.37
C 2.11 2.25 3.11
C 1.27 3.12 3.80
C -0.22 3.16 3.48
C -0.52 3.75 2.10
N -0.03 2.95 0.98
C 1.03 3.28 0.15
C 1.21 2.22 -0.68
N 0.27 1.26 -0.37
C -0.46 1.73 0.62
O -0.89 1.91 3.53
C -0.42 0.82 4.32
C 0.06 1.16 5.70
C -0.67 1.82 6.63
Cl -2.27 2.41 6.43
S 0.16 2.02 8.12
C 1.52 1.19 7.51
C 1.34 0.79 6.22
C 1.85 3.93 4.78
Cl 0.91 5.07 5.68
C 3.20 3.85 5.07
H 4.11 1.51 2.81
H 1.70 1.58 2.36
H -0.72 3.82 4.18
H -0.08 4.73 2.03
H -1.60 3.84 2.01
H 1.56 4.22 0.24
H 1.93 2.07 -1.46
H -1.28 1.23 1.10
H 0.36 0.28 3.78
H -1.30 0.18 4.41
H 2.39 1.04 8.14
H 2.09 0.25 5.65
H 3.62 4.47 5.86

As for the spin multiplicity: 6. The LUMO energy (alpha / beta) is -0.0726 / -0.1309 Ha. Its molar mass is 905.27 g/mol. As for the frontier orbital gap (alpha / beta): 8.16 / 6.57 eV. Its energy above the lowest of the compared OMol25 structures with the same formula, charge and spin is 97.6 kJ/mol. The charge is +1.

***

# 2
DFT (ωB97M-V with the def2-TZVPD basis set) results for a molecular structure, C40H37ClN2O13P4V.

Atoms and positions in Å:
V -0.15 -0.74 0.46
C -2.55 2.04 -0.63
C -2.35 1.11 -1.85
P -1.74 -0.56 -1.36
C -1.26 -1.26 -2.99
C -2.16 -1.36 -4.04
C -1.75 -1.85 -5.28
C -0.43 -2.24 -5.46
C 0.47 -2.15 -4.41
C 0.05 -1.67 -3.18
C -3.31 -1.48 -1.09
C -3.27 -2.87 -1.19
C -4.40 -3.63 -0.94
C -5.59 -3.01 -0.57
C -5.64 -1.63 -0.46
C -4.50 -0.87 -0.70
C -1.26 2.70 -0.14
P -0.21 1.63 0.98
C -0.91 2.26 2.57
C -2.17 1.80 2.96
C -2.75 2.27 4.12
C -2.10 3.19 4.92
C -0.84 3.64 4.54
C -0.25 3.18 3.38
C 1.40 2.54 0.90
C 2.57 1.83 1.14
C 3.81 2.44 1.03
C 3.89 3.78 0.67
C 2.73 4.50 0.44
C 1.50 3.88 0.56
H -3.00 1.48 0.19
H -3.26 2.82 -0.90
H -1.60 1.53 -2.52
H -3.27 1.01 -2.43
H -3.20 -1.07 -3.90
H -2.47 -1.92 -6.09
H -0.11 -2.62 -6.42
H 1.49 -2.47 -4.54
H 0.73 -1.65 -2.34
H -2.35 -3.37 -1.45
H -4.33 -4.71 -1.00
H -6.47 -3.61 -0.35
H -6.55 -1.14 -0.15
H -4.56 0.20 -0.58
H -1.49 3.62 0.41
H -0.64 2.99 -0.99
H -2.66 1.02 2.39
H -3.72 1.88 4.42
H -2.55 3.55 5.84
H -0.30 4.35 5.16
H 0.74 3.53 3.10
H 2.54 0.77 1.35
H 4.71 1.86 1.20
H 4.86 4.26 0.56
H 2.79 5.55 0.15
H 0.61 4.47 0.37
O -1.20 -2.22 3.55
P -2.32 -2.07 2.40
O -3.67 -2.09 3.02
O -1.92 -0.87 1.54
O -2.10 -3.38 1.49
P -0.80 -3.92 0.67
O 0.28 -4.15 1.83
O -1.15 -5.19 0.00
O -0.31 -2.74 -0.15
H -1.66 -2.40 4.36
H 0.40 -5.08 1.98
O 4.48 -3.93 0.80
C 4.60 -3.32 -0.36
O 5.41 -3.68 -1.18
C 3.68 -2.17 -0.60
C 3.67 -1.39 -1.69
Cl 4.75 -1.60 -3.02
N 2.66 -0.41 -1.64
N 1.83 -0.71 -0.48
C 2.62 -1.66 0.25
C 2.45 -1.99 1.54
O 2.97 -2.83 2.32
O 1.28 -1.23 2.08
C 2.35 0.67 -2.43
C 3.11 1.19 -3.51
C 2.69 2.29 -4.22
C 1.51 2.96 -3.92
C 0.76 2.47 -2.87
C 1.16 1.36 -2.14
H 3.83 -3.48 1.45
H 4.03 0.75 -3.80
H 3.32 2.64 -5.03
H 1.19 3.83 -4.48
H -0.17 2.97 -2.61
H 0.55 0.98 -1.34
C 2.99 0.25 4.75
O 2.72 -0.56 3.61
C 1.45 -0.52 3.19
O 0.55 0.11 3.69
H 4.00 -0.02 5.07
H 2.27 0.05 5.54
H 2.94 1.31 4.48

As for the spin multiplicity: 2. The LUMO energy (alpha / beta) is 0.1525 / 0.1526 Ha. Its molar mass is 964.03 g/mol. As for the frontier orbital gap (alpha / beta): 4.55 / 4.59 eV. The charge is -2.

***

# 3
DFT (ωB97M-V with the def2-TZVPD basis set) results for 4 unconnected molecules or ions with the total composition C40H37IN5O9PS.

Atoms and positions in Å:
C 0.23 4.19 -2.50
C -0.75 3.31 -3.28
C -1.63 2.36 -2.40
I -2.16 3.23 -0.48
C -0.89 1.05 -2.27
C -1.02 0.05 -3.23
C -0.35 -1.16 -3.13
C 0.46 -1.44 -2.04
C 0.58 -0.44 -1.08
C -0.06 0.79 -1.18
S 1.61 -0.76 0.33
C 1.33 -2.50 0.54
C 1.11 -3.25 -0.62
C 0.88 -4.61 -0.48
C 0.86 -5.22 0.76
C 1.08 -4.45 1.89
C 1.30 -3.07 1.82
P 1.50 -2.21 3.43
C -0.25 -1.76 3.78
O 2.31 -0.78 3.25
N 1.14 -2.69 -1.93
H 0.89 4.68 -3.23
H 0.86 3.62 -1.82
H -0.27 4.99 -1.96
H -1.42 3.93 -3.87
H -0.15 2.64 -3.91
H -2.56 2.17 -2.93
H -1.65 0.27 -4.08
H -0.46 -1.90 -3.92
H 0.12 1.51 -0.39
H 0.72 -5.26 -1.34
H 0.68 -6.27 0.89
H 1.04 -4.90 2.88
H -0.30 -0.98 4.55
H -0.74 -1.47 2.85
H -0.74 -2.66 4.14
H 1.71 -0.12 2.87
H 2.08 -2.62 -2.30
C 3.86 3.12 -7.99
C 3.04 4.04 -7.36
C 1.68 3.79 -7.23
C 1.17 2.61 -7.73
C 1.97 1.68 -8.37
C 3.33 1.94 -8.50
N -0.27 2.33 -7.57
O -0.95 3.17 -7.02
O -0.68 1.27 -8.00
H 4.92 3.32 -8.08
H 3.45 4.96 -6.96
H 1.04 4.51 -6.74
H 1.55 0.77 -8.76
H 3.97 1.23 -8.99
C 4.21 -5.08 -1.32
C 4.49 -5.82 -0.18
C 5.66 -6.56 -0.11
C 6.53 -6.55 -1.18
C 6.26 -5.82 -2.33
C 5.09 -5.08 -2.40
N 7.78 -7.32 -1.10
O 7.98 -7.97 -0.09
O 8.54 -7.27 -2.05
H 3.30 -4.50 -1.37
H 3.80 -5.81 0.65
H 5.88 -7.14 0.77
H 6.95 -5.83 -3.16
H 4.87 -4.51 -3.28
C -3.17 6.10 6.22
C -3.59 4.78 6.28
C -3.47 3.96 5.17
C -2.94 4.48 4.01
C -2.52 5.80 3.93
C -2.64 6.61 5.04
N -2.79 3.62 2.84
O -3.18 2.47 2.91
O -2.28 4.10 1.84
H -3.25 6.73 7.09
H -4.00 4.38 7.20
H -3.80 2.93 5.22
H -2.11 6.20 3.01
H -2.32 7.64 5.00
C -6.86 0.92 5.41
C -6.76 0.26 6.63
C -5.63 -0.50 6.91
C -4.63 -0.58 5.96
C -4.72 0.07 4.74
C -5.85 0.82 4.47
N -3.42 -1.37 6.26
O -3.37 -1.95 7.33
O -2.54 -1.39 5.42
H -7.74 1.52 5.20
H -7.55 0.33 7.36
H -5.54 -1.02 7.85
H -3.93 -0.01 4.01
H -5.93 1.34 3.52

As for the spin multiplicity: 1. The LUMO energy is -0.0391 Ha. Its molar mass is 921.71 g/mol. As for the frontier orbital gap: 6.83 eV.

***

# 4
DFT (ωB97M-V with the def2-TZVPD basis set) results for 2 unconnected molecules or ions with the total composition C40H38Cl2FN4O.

Atoms and positions in Å:
Cl -7.18 0.35 1.10
C -7.25 -1.34 0.77
N -6.06 -1.93 0.58
F -1.78 2.20 1.60
C -6.09 -3.24 0.31
Cl -4.56 -3.95 0.00
C -7.26 -4.01 0.26
C -8.49 -3.38 0.45
C -8.48 -2.00 0.69
H -7.15 -5.06 0.07
H -9.42 -3.93 0.40
H -9.38 -1.41 0.84
C 5.09 4.66 -1.05
C 4.23 3.44 -0.91
C 4.17 2.78 0.32
C 3.41 1.62 0.48
C 3.50 0.85 1.77
C 2.60 1.20 -0.58
N 1.71 0.10 -0.39
C 0.58 0.02 0.41
C 0.22 0.85 1.58
C -0.39 2.32 1.53
C -0.01 3.09 2.81
C -0.10 3.01 0.20
C -0.58 2.43 -0.98
C -0.57 3.16 -2.17
C -0.01 4.44 -2.19
C 0.53 4.99 -1.03
C 0.50 4.27 0.17
O 0.31 0.36 2.70
N 0.18 -1.27 0.35
C -0.78 -1.99 1.11
C -2.10 -1.51 1.23
C -2.66 -0.47 0.32
C -2.90 -2.04 2.24
C -2.51 -3.16 2.96
C -3.45 -3.75 3.97
C -1.25 -3.72 2.70
C -0.36 -3.16 1.78
C 0.98 -3.76 1.57
N 0.88 -1.96 -0.62
C 1.81 -1.14 -1.04
C 2.82 -1.50 -2.05
C 2.39 -2.34 -3.11
C 3.21 -2.56 -4.21
C 4.51 -2.03 -4.23
C 5.00 -1.33 -3.12
C 4.17 -1.09 -2.02
C 2.68 1.82 -1.84
C 1.92 1.33 -3.03
C 3.49 2.95 -1.97
H 5.08 5.03 -2.08
H 4.75 5.47 -0.40
H 6.14 4.45 -0.78
H 4.74 3.15 1.17
H 3.44 -0.24 1.63
H 4.47 1.06 2.24
H 2.72 1.15 2.49
H -0.48 4.08 2.81
H -0.35 2.52 3.68
H 1.08 3.23 2.90
H -0.97 1.41 -0.95
H -0.97 2.69 -3.08
H 0.01 4.99 -3.13
H 1.03 5.96 -1.04
H 0.95 4.66 1.08
H -2.42 0.54 0.68
H -2.30 -0.56 -0.72
H -3.75 -0.56 0.29
H -3.87 -1.57 2.44
H -3.08 -4.71 4.33
H -3.58 -3.09 4.84
H -4.44 -3.90 3.51
H -0.95 -4.61 3.25
H 0.97 -4.79 1.96
H 1.23 -3.80 0.51
H 1.78 -3.23 2.10
H 1.38 -2.77 -3.06
H 2.84 -3.14 -5.05
H 5.15 -2.19 -5.09
H 6.02 -0.96 -3.11
H 4.56 -0.56 -1.14
H 1.65 2.19 -3.66
H 2.53 0.66 -3.65
H 0.99 0.81 -2.76
H 3.51 3.46 -2.93

As for the spin multiplicity: 1. The LUMO energy is -0.1343 Ha. Its molar mass is 680.67 g/mol. As for the frontier orbital gap: 7.46 eV. The charge is +1.

***

# 5
DFT (ωB97M-V with the def2-TZVPD basis set) results for a molecular structure, C40H38ClN4O6ReSi.

Atoms and positions in Å:
Re 0.16 0.29 -0.12
O 0.91 -3.89 -1.89
C 0.02 -4.57 -1.14
C -0.26 -5.92 -1.41
C -1.15 -6.62 -0.62
C -1.78 -6.00 0.45
C -1.49 -4.67 0.72
C -0.60 -3.94 -0.06
C -0.32 -2.52 0.29
O 0.04 -1.69 -0.65
N -0.46 -2.17 1.53
N -0.12 -0.82 1.68
C -0.41 -0.36 2.85
C 0.05 0.88 3.40
C -0.40 1.30 4.66
C 0.16 2.38 5.28
C 1.22 3.06 4.64
C 1.67 2.68 3.41
C 1.08 1.59 2.71
O 1.47 1.27 1.53
H 1.23 -4.46 -2.59
H 0.25 -6.40 -2.23
H -1.35 -7.66 -0.84
H -2.48 -6.54 1.07
H -1.96 -4.17 1.56
H -0.96 -1.04 3.49
H -1.19 0.74 5.15
H -0.19 2.71 6.25
H 1.66 3.92 5.13
H 2.46 3.22 2.90
C -3.08 -0.45 0.11
N -2.02 0.54 0.30
C -2.34 1.76 0.56
C -1.34 2.76 0.49
C -1.35 4.15 0.61
C -0.06 4.57 0.26
C 0.67 3.43 -0.05
N -0.09 2.34 0.10
C -3.26 -0.78 -1.35
C -3.59 0.23 -2.26
C -3.72 -0.05 -3.61
C -3.54 -1.35 -4.07
C -3.23 -2.36 -3.17
C -3.08 -2.07 -1.82
H -4.01 -0.05 0.53
H -2.82 -1.36 0.66
H -3.37 2.04 0.77
H -2.20 4.76 0.89
H 0.30 5.59 0.24
H 1.70 3.33 -0.36
H -3.70 1.25 -1.91
H -3.94 0.75 -4.30
H -3.62 -1.57 -5.13
H -3.08 -3.37 -3.53
H -2.80 -2.86 -1.12
C 3.83 2.52 -3.71
Si 4.47 1.23 -2.51
C 5.74 2.00 -1.37
C 5.28 -0.17 -3.44
C 3.06 0.64 -1.55
C 2.02 0.42 -0.94
H 4.51 2.68 -4.55
H 3.70 3.48 -3.20
H 2.85 2.22 -4.10
H 6.65 2.29 -1.91
H 6.02 1.29 -0.59
H 5.33 2.89 -0.89
H 6.17 0.17 -3.98
H 4.59 -0.61 -4.17
H 5.58 -0.96 -2.75
C -1.03 -4.14 -5.30
C -1.23 -2.85 -6.03
C -1.80 -2.83 -7.29
C -1.93 -1.64 -7.99
Cl -2.67 -1.64 -9.57
C -1.47 -0.45 -7.44
C -0.90 -0.45 -6.18
C -0.80 -1.64 -5.46
O -0.32 -1.73 -4.19
C 0.51 -0.71 -3.63
C -0.22 0.58 -3.22
O -0.50 1.40 -4.07
O -0.50 0.82 -1.96
H -1.17 -4.99 -5.97
H -1.71 -4.25 -4.46
H -0.02 -4.18 -4.90
H -2.14 -3.75 -7.74
H -1.57 0.47 -7.99
H -0.57 0.47 -5.73
H 1.28 -0.42 -4.35
H 0.98 -1.17 -2.77

As for the spin multiplicity: 2. The LUMO energy (alpha / beta) is 0.0865 / 0.0672 Ha. Its molar mass is 920.51 g/mol. As for the frontier orbital gap (alpha / beta): 6.94 / 6.50 eV. Its energy above the lowest of the compared OMol25 structures with the same formula, charge and spin is 92.6 kJ/mol. The charge is -1.

***

| no. | largest force on an atom (hartree/bohr) |
| --- | --- |
| 1 | 0.014 |
| 2 | 0.025 |
| 3 | 0.037 |
| 4 | 0.071 |
| 5 | 0.041 |